Entry from the OMol25 dataset: a cluster of 3 separate species, C5H11NO2 in total at a distorted geometry (ωB97M-V with the def2-TZVPD basis set).

Bonds (Å) are listed after each position.
Geometry (Å):
1 C -0.33 2.20 -1.67  C2 1.402, H9 1.087, H11 1.083
2 C 0.00 1.64 -0.43  C1 1.402, C3 1.492, N5 1.314
3 C -0.33 0.20 -0.21  C2 1.492, C4 1.520, H13 1.087, H14 1.100
4 C -1.64 0.02 0.55  C3 1.520, H15 1.091, H16 1.087, H17 1.100
5 N 0.38 2.35 0.61  C2 1.314, H18 1.027
6 C 0.62 -2.85 -0.11  O7 1.245, O8 1.244, H19 1.126
7 O 0.63 -2.37 -1.26  C6 1.245
8 O 0.29 -2.38 1.00  C6 1.244
9 H -0.94 1.53 -2.26  C1 1.087
10 H 2.70 -1.50 2.25  H12 0.739
11 H -0.11 3.17 -2.10  C1 1.083
12 H 2.81 -0.80 2.04  H10 0.739
13 H 0.49 -0.28 0.31  C3 1.087
14 H -0.43 -0.35 -1.16  C3 1.100
15 H -1.58 0.50 1.53  C4 1.091
16 H -1.91 -1.02 0.62  C4 1.087
17 H -2.48 0.47 0.01  C4 1.100
18 H 0.65 3.29 0.30  N5 1.027
19 H 1.17 -3.83 -0.02  C6 1.126

ΔE to the lowest compared entry with this formula, charge and spin in kcal per mole: 176.6
Largest force on an atom in eV Å⁻¹: 1.29
E_LUMO in hartree: -0.17738
HOMO level in eV: -7.8
E in eV: -10941.6080
Frontier orbital gap in eV: 2.99